{
  "formula": "C60H98B2F6N4O40S6",
  "method": "ωB97M-V/def2-TZVPD",
  "mol_weight_da": 1843.4,
  "lumo_ha": -0.067,
  "e_tot_ev": -234318.085,
  "symbols": ["C", "N", "C", "C", "C", "C", "C", "C", "C", "C", "N", "C", "C", "C", "H", "H", "H", "H", "H", "H", "H", "H", "H", "H", "H", "H", "H", "H", "B", "H", "H", "H", "H", "B", "H", "H", "H", "H", "C", "C", "C", "C", "C", "C", "N", "O", "O", "H", "H", "H", "H", "H", "C", "C", "C", "C", "C", "C", "N", "O", "O", "H", "H", "H", "H", "H", "O", "S", "O", "O", "C", "C", "C", "H", "H", "H", "H", "H", "H", "H", "H", "O", "S", "O", "O", "C", "C", "C", "H", "H", "H", "H", "H", "H", "H", "H", "O", "S", "O", "O", "C", "C", "C", "H", "H", "H", "H", "H", "H", "H", "H", "O", "S", "O", "O", "C", "C", "C", "H", "H", "H", "H", "H", "H", "H", "H", "O", "S", "O", "O", "C", "C", "C", "H", "H", "H", "H", "H", "H", "H", "H", "O", "S", "O", "O", "C", "C", "C", "H", "H", "H", "H", "H", "H", "H", "H", "C", "C", "O", "C", "O", "O", "F", "H", "H", "H", "C", "C", "O", "C", "O", "O", "F", "H", "H", "H", "C", "C", "O", "C", "O", "O", "F", "H", "H", "H", "C", "C", "O", "C", "O", "O", "F", "H", "H", "H", "C", "C", "O", "C", "O", "O", "F", "H", "H", "H", "C", "C", "O", "C", "O", "O", "F", "H", "H", "H"],
  "positions_angstrom": [[-4.389, 2.771, 4.924], [-3.560, 2.189, 3.848], [-3.828, 0.879, 3.401], [-2.925, 0.321, 2.528], [-1.837, 1.057, 1.942], [-1.589, 2.351, 2.477], [-2.526, 2.922, 3.405], [-0.823, 0.410, 0.997], [-0.562, -0.979, 1.050], [0.326, -1.585, 0.239], [0.990, -0.906, -0.682], [0.692, 0.422, -0.893], [-0.187, 1.111, -0.077], [1.969, -1.575, -1.579], [-4.987, 3.488, 4.360], [-3.922, 3.354, 5.718], [-5.110, 2.041, 5.293], [-4.691, 0.407, 3.846], [-3.027, -0.693, 2.171], [-0.766, 3.000, 2.217], [-2.619, 3.931, 3.778], [-1.105, -1.598, 1.750], [0.719, -2.587, 0.330], [1.197, 0.767, -1.783], [-0.429, 2.084, -0.477], [2.734, -0.906, -1.974], [1.390, -1.924, -2.434], [2.313, -2.469, -1.058], [3.667, 1.541, -1.042], [2.823, 2.196, -0.893], [3.566, 0.591, -0.540], [3.756, 1.450, -2.113], [4.612, 1.960, -0.732], [-7.146, 1.288, 3.589], [-7.168, 1.374, 4.664], [-6.586, 2.065, 3.093], [-6.746, 0.336, 3.276], [-8.148, 1.377, 3.197], [3.212, 6.160, 1.256], [1.909, 5.703, 1.335], [1.342, 5.303, 2.476], [2.010, 5.387, 3.706], [3.391, 5.753, 3.701], [3.982, 6.124, 2.463], [1.249, 5.250, 4.984], [1.705, 5.613, 6.039], [0.110, 4.836, 4.883], [3.695, 6.394, 0.319], [1.317, 5.679, 0.431], [0.320, 4.999, 2.299], [3.895, 5.631, 4.649], [5.044, 6.317, 2.421], [6.836, 1.074, -5.644], [7.376, -0.175, -5.982], [6.593, -1.294, -5.861], [5.248, -1.181, -5.522], [4.778, 0.034, -5.018], [5.561, 1.155, -5.111], [4.379, -2.366, -5.406], [4.765, -3.323, -5.997], [3.384, -2.385, -4.672], [7.523, 1.887, -5.824], [8.350, -0.319, -6.426], [6.971, -2.219, -6.271], [3.794, 0.015, -4.574], [5.146, 2.105, -4.806], [-3.071, -5.136, 0.133], [-3.702, -3.816, 0.123], [-3.644, -2.871, 1.230], [-3.181, -3.047, -1.226], [-3.648, -1.818, -1.483], [-2.868, -1.058, -2.596], [-5.602, -3.994, -0.153], [-3.790, -1.205, -0.593], [-4.661, -1.936, -1.866], [-3.248, -0.052, -2.776], [-2.873, -1.533, -3.577], [-1.836, -0.838, -2.322], [-6.199, -3.289, 0.425], [-5.674, -5.002, 0.258], [-5.794, -3.989, -1.226], [1.591, 0.063, -5.416], [0.945, -0.797, -6.389], [0.000, -0.341, -7.398], [2.140, -1.722, -7.050], [1.797, -2.517, -8.116], [1.849, -3.943, -7.683], [0.079, -2.085, -5.413], [2.609, -2.279, -8.804], [0.943, -2.189, -8.710], [0.991, -4.167, -7.049], [2.837, -4.224, -7.319], [1.650, -4.532, -8.578], [-0.515, -1.655, -4.607], [0.850, -2.767, -5.055], [-0.590, -2.546, -6.140], [0.597, -2.761, 5.294], [-0.657, -2.044, 5.280], [-1.573, -2.142, 4.128], [-1.507, -2.504, 6.673], [-2.954, -2.562, 6.627], [-3.481, -1.165, 6.941], [-0.370, -0.218, 5.716], [-3.324, -3.152, 7.466], [-3.331, -2.944, 5.678], [-4.568, -1.134, 7.010], [-3.074, -0.454, 6.221], [-3.002, -0.724, 7.816], [-0.005, -0.105, 6.737], [-1.222, 0.455, 5.625], [0.409, 0.072, 5.011], [-3.618, 7.092, 0.259], [-2.865, 6.932, 1.532], [-2.253, 5.638, 1.843], [-1.763, 8.176, 1.645], [-0.871, 8.059, 2.673], [0.517, 8.717, 2.157], [-4.008, 7.471, 2.886], [-0.602, 7.018, 2.849], [-1.335, 8.575, 3.513], [0.627, 9.799, 2.215], [0.671, 8.598, 1.084], [1.390, 8.254, 2.617], [-4.643, 8.302, 2.577], [-3.523, 7.584, 3.855], [-4.687, 6.620, 2.949], [5.371, -1.318, 2.546], [4.194, -2.105, 2.335], [3.039, -1.643, 1.515], [4.562, -3.637, 1.928], [5.906, -3.957, 2.230], [6.172, -5.133, 1.267], [3.582, -2.387, 4.053], [6.091, -4.240, 3.267], [6.624, -3.223, 1.864], [6.365, -4.867, 0.228], [5.292, -5.775, 1.233], [6.984, -5.717, 1.701], [3.187, -1.449, 4.444], [4.467, -2.781, 4.552], [2.712, -3.034, 3.942], [3.149, -9.038, -5.147], [2.500, -7.887, -4.509], [1.574, -8.011, -3.413], [3.604, -6.670, -4.118], [3.209, -5.558, -3.333], [4.440, -4.888, -2.575], [1.682, -6.956, -5.885], [2.426, -5.887, -2.650], [2.705, -4.772, -3.896], [5.300, -4.757, -3.232], [4.689, -5.493, -1.704], [4.096, -3.981, -2.077], [0.873, -6.297, -5.570], [1.169, -7.707, -6.486], [2.546, -6.516, -6.383], [5.767, -1.352, -0.858], [6.302, -0.540, -1.913], [7.104, -1.447, -2.623], [7.460, -2.436, -1.867], [8.403, -3.207, -2.131], [6.700, -2.479, -0.773], [7.045, 0.361, -1.323], [4.765, -1.676, -1.141], [5.618, -0.753, 0.040], [5.572, 0.013, -2.504], [-8.057, -2.269, 4.275], [-6.896, -1.939, 5.216], [-5.821, -2.657, 4.657], [-6.292, -3.509, 3.713], [-5.617, -4.249, 2.967], [-7.674, -3.457, 3.735], [-7.145, -2.506, 6.411], [-7.992, -1.455, 3.552], [-9.016, -2.330, 4.789], [-6.668, -0.890, 5.407], [2.978, 4.547, -2.290], [1.534, 4.065, -2.481], [1.147, 4.878, -3.486], [1.929, 6.005, -3.536], [1.781, 6.884, -4.423], [2.985, 5.915, -2.610], [0.795, 4.243, -1.399], [3.869, 4.074, -2.703], [3.214, 4.302, -1.255], [1.567, 2.991, -2.662], [-0.577, -6.747, -1.280], [-1.352, -6.892, -2.559], [-0.982, -5.646, -3.270], [-0.363, -4.788, -2.417], [-0.157, -3.561, -2.686], [-0.071, -5.392, -1.245], [-2.597, -6.757, -2.105], [0.268, -7.429, -1.192], [-1.276, -7.068, -0.508], [-1.355, -7.871, -3.038], [-7.020, 4.843, 8.035], [-7.730, 5.966, 7.269], [-6.699, 6.531, 6.422], [-5.692, 5.690, 6.429], [-4.691, 5.742, 5.705], [-5.994, 4.627, 7.128], [-8.136, 6.888, 8.138], [-7.798, 4.083, 8.096], [-6.785, 5.089, 9.070], [-8.673, 5.751, 6.765], [-2.511, 1.206, -6.293], [-1.798, 2.464, -6.593], [-1.045, 2.857, -5.463], [-1.057, 1.855, -4.583], [-0.554, 1.860, -3.410], [-1.719, 0.772, -5.157], [-2.668, 3.456, -6.822], [-2.487, 0.515, -7.135], [-3.532, 1.277, -5.916], [-1.134, 2.448, -7.458]],
  "atomic_forces_ev_per_a": [[-1.589, 0.540, -1.017], [0.471, -1.932, 0.174], [1.622, 2.074, 0.697], [0.680, 0.341, -1.432], [0.688, 0.662, 1.661], [-1.749, 0.233, 0.403], [-0.176, -1.801, -1.084], [-0.229, 0.090, -1.178], [-1.620, 1.095, 1.410], [1.777, -0.781, -0.414], [0.107, 2.266, -0.871], [0.599, -1.861, 0.001], [-0.374, -0.955, 0.089], [-1.032, -0.432, -0.440], [-0.373, 0.093, 0.340], [0.794, -0.549, -0.311], [0.288, -0.049, -0.056], [-0.087, -0.066, -0.190], [-0.484, -0.184, 0.215], [0.120, -0.240, -0.331], [1.032, 0.205, -0.137], [0.116, -0.035, 0.267], [-0.710, -0.304, 0.291], [-0.180, 0.721, 0.234], [-0.131, 0.380, 0.691], [-0.008, 0.144, 0.747], [-0.001, -0.065, 0.006], [0.385, 0.320, -0.019], [0.083, 0.009, 0.155], [-3.247, 2.531, 1.064], [-0.657, -3.784, 1.846], [0.250, -0.839, -4.634], [3.517, 1.960, 1.421], [-0.114, 0.020, -0.053], [0.114, 0.409, 4.446], [2.530, 3.197, -1.678], [1.732, -4.020, -1.173], [-3.993, 0.165, -1.373], [1.259, -0.619, 2.216], [1.303, 0.873, -2.494], [-1.425, -0.464, 2.086], [1.316, 0.726, -0.778], [-1.660, -0.393, -0.880], [-1.079, -0.486, -0.057], [-0.432, -0.087, -0.647], [1.085, 0.153, -0.020], [-0.450, -0.436, -0.431], [-0.119, 0.219, -0.036], [-0.044, -0.112, -0.076], [-0.258, -0.117, 0.994], [0.413, 0.457, -0.102], [0.020, 0.161, 0.078], [1.169, -0.887, -0.342], [-0.679, 0.428, 0.138], [-0.798, -1.103, -1.457], [0.123, 1.239, 1.656], [-0.613, -1.388, -0.279], [0.196, 0.835, -0.145], [-0.221, 0.686, 1.482], [0.306, -1.713, -1.198], [0.897, 0.666, -0.472], [-0.460, 0.575, 0.286], [0.175, 0.364, 0.231], [-0.016, -0.270, 0.360], [-0.107, 0.413, -0.086], [0.064, 0.064, 0.140], [-0.755, 2.562, -0.115], [-2.169, 0.326, 0.390], [1.014, -0.987, -1.007], [1.882, -3.930, 1.478], [-1.967, 3.640, -1.804], [0.368, 0.031, 0.589], [2.182, -0.848, -0.046], [0.537, 0.091, 0.199], [-0.409, 0.136, -0.173], [-0.589, -0.071, 0.319], [-0.036, -0.412, 0.228], [0.217, -0.423, 0.123], [0.542, 0.068, -0.102], [-0.531, 0.057, -0.093], [-0.013, 0.001, 0.133], [-0.495, -0.233, -1.745], [-0.482, -1.526, 2.047], [1.441, 0.105, 0.543], [-1.457, 3.463, 2.309], [1.283, -0.534, -2.336], [-0.880, -0.673, -1.238], [0.362, 0.525, -1.017], [0.214, -0.569, -0.399], [-0.581, -0.101, 0.676], [0.429, -0.106, 0.524], [-0.311, 0.109, 0.426], [0.154, -0.271, -0.154], [0.292, 0.205, -0.112], [-0.196, 0.110, 0.102], [0.033, -0.275, 0.161], [-1.237, 0.947, 0.108], [-2.434, 0.528, 0.875], [1.756, 0.297, 1.912], [1.270, -0.146, -1.827], [-0.485, 1.265, 0.510], [0.758, 0.593, -0.555], [0.517, -1.071, -0.475], [0.662, -0.687, -0.231], [0.200, -0.024, 0.081], [0.114, 0.127, -0.042], [-0.704, -0.018, -0.739], [-0.327, -0.635, 0.677], [0.132, -0.544, -0.085], [-0.283, -0.632, -0.390], [0.008, 0.109, 0.031], [2.297, -0.270, 3.066], [-1.954, 1.235, -1.388], [-0.455, 1.805, -0.182], [-2.786, -1.874, -2.729], [3.674, 1.094, 0.289], [-0.735, -0.040, 0.202], [0.012, -1.367, -0.778], [-0.374, 0.039, 0.450], [0.647, -0.177, 0.512], [-0.460, 0.072, 0.735], [-0.501, -0.710, -0.104], [-0.177, 0.012, 0.316], [0.646, 0.201, -0.177], [0.154, 0.092, -0.281], [0.031, -0.137, 0.204], [0.140, 0.025, -1.137], [-3.550, 0.597, 1.575], [2.829, -1.366, 1.170], [-0.858, 2.531, 0.213], [1.719, -1.818, -2.349], [-0.213, -0.702, 0.907], [-0.249, 0.050, -1.940], [-0.371, 0.190, 0.052], [-0.392, 0.567, 0.636], [0.280, 0.424, 0.303], [-0.026, -0.176, 0.224], [0.180, -0.109, -0.409], [0.542, 0.084, -0.014], [-0.474, -0.026, 0.356], [0.371, -0.399, 0.345], [-0.631, 2.398, 1.889], [0.124, 1.639, -1.903], [0.460, -0.423, -0.040], [-0.049, -2.394, -0.904], [-0.056, 1.286, 1.393], [-1.532, -1.451, 0.002], [0.225, -1.349, 0.666], [0.306, -0.103, 0.534], [0.284, -0.103, -0.783], [-0.148, 0.183, 0.104], [0.406, -0.422, -0.292], [-0.014, 0.414, -0.631], [0.613, 0.369, 0.461], [0.420, -0.147, -0.198], [-0.499, 0.209, -0.208], [-2.122, -1.719, 1.237], [-0.919, 0.294, -1.056], [-0.079, 1.949, -2.506], [3.616, -3.495, 0.263], [-3.084, 2.019, 0.913], [-0.752, 0.484, 0.818], [2.523, 2.301, 0.562], [0.060, -0.649, 0.101], [0.595, -0.462, 0.248], [0.073, -0.526, -0.445], [0.469, 2.858, 1.049], [-0.763, -0.169, -0.025], [0.467, 0.127, -0.881], [0.900, -2.622, -2.158], [-2.583, 2.849, 3.120], [1.876, -2.267, -1.658], [-0.052, -0.568, 1.624], [-0.709, 0.012, -0.382], [0.186, -0.019, -0.120], [0.126, -0.049, -0.593], [1.069, -1.369, 2.849], [3.930, -1.765, -0.755], [-1.026, 1.696, -1.448], [0.646, 2.945, -3.428], [0.600, -3.469, 4.297], [-2.486, 0.630, -1.804], [-1.319, 0.683, 1.739], [-0.725, -0.532, -1.177], [-0.140, 0.869, 0.516], [-0.505, 0.247, -0.769], [1.818, -1.333, 0.237], [0.958, 1.775, 1.189], [-0.159, -1.269, 0.030], [-0.032, 3.604, -0.379], [-0.593, -5.329, 1.112], [-0.742, 0.108, -0.664], [-2.543, 0.416, -0.792], [0.234, 0.218, -0.296], [0.170, 1.092, 0.453], [0.905, 0.639, -0.970], [-2.686, 0.812, -0.975], [-0.065, 0.742, 0.718], [-1.597, 0.626, 0.610], [2.832, -0.299, -3.606], [-2.301, 0.432, 2.095], [1.822, -2.816, 1.515], [-0.114, 1.648, 1.120], [0.769, -0.867, -0.299], [0.713, 0.391, -0.289], [0.648, -0.616, -0.950], [0.559, -0.988, 1.275], [0.405, 1.756, -1.276], [0.069, -0.639, 0.686], [1.237, -1.104, 3.824], [-2.349, -0.182, -5.509], [0.607, 0.074, 1.223], [-0.928, 0.909, -0.258], [0.366, -0.209, 0.375], [-0.028, 0.596, -0.292], [0.156, -0.345, 0.118]]
}